Entry 1:
Below is one molecule with the formula C8H7F3N2OS in a non-equilibrium geometry, with properties calculated with ωB97M-V/def2-TZVPD.

spin multiplicity	1
SMILES string	NC(=S)Nc1ccccc1OC(F)(F)F
lowest unoccupied orbital energy	0.66	eV
HOMO level	-8.182	eV

XYZ file:
```
22
C8H7F3N2OS | OMol25 | ωB97M-V/def2-TZVPD
N 0.96 3.20 -0.24
C 0.22 2.04 -0.45
S -1.38 2.14 -0.52
N 0.90 0.92 -0.50
C 0.35 -0.21 -0.77
C 0.40 -0.98 -1.74
C -0.40 -2.10 -1.91
C -1.07 -2.66 -0.93
C -1.32 -1.86 0.22
C -0.71 -0.71 0.31
O -0.96 -0.05 1.76
C 0.17 0.26 2.50
F 0.65 1.56 2.15
F 1.08 -0.62 2.26
F -0.21 0.07 3.62
H 0.69 4.13 0.00
H 1.85 3.18 0.33
H 1.74 0.98 -0.68
H 1.22 -0.91 -2.40
H -0.13 -2.80 -2.76
H -1.81 -3.50 -1.23
H -2.25 -2.08 0.96
```

natural (NBO) atomic charge list, values in e, 4 entries: -0.83, 0.26, -0.14, -0.59


Entry 2:
Below is an isolated ion of composition C8H9N2O2 and charge +1 in a non-equilibrium geometry, with properties calculated with ωB97M-V/def2-TZVPD.

energy relative to the best compared isomer or geometry (same formula, charge and spin)	18.9	kcal per mole
spin multiplicity	1
SMILES string	[NH3+][C@]1(O)NC(=O)c2ccccc21
lowest unoccupied orbital energy	-3.82	eV
total charge	+1
HOMO level	-13.578	eV

XYZ file:
```
21
C8H9N2O2 | OMol25 | ωB97M-V/def2-TZVPD
N 0.83 -1.64 1.34
C -0.47 -0.94 0.71
O -1.37 -0.82 1.79
N -1.04 -1.98 -0.31
C -1.13 -1.33 -1.57
O -1.71 -1.69 -2.56
C -0.53 0.00 -1.45
C -0.43 0.97 -2.40
C -0.15 2.28 -1.97
C 0.21 2.56 -0.69
C 0.19 1.61 0.30
C -0.24 0.29 -0.09
H 1.76 -1.41 0.78
H 0.72 -2.73 1.50
H 0.79 -1.09 2.21
H -2.04 -0.10 1.76
H -1.86 -2.66 -0.10
H -0.77 0.75 -3.42
H -0.31 3.12 -2.61
H 0.30 3.62 -0.47
H 0.41 1.90 1.32
```

natural (NBO) atomic charge list, values in e, 4 entries: -0.75, 0.56, -0.73, -0.69


Entry 3:
Below is a 2-piece molecular cluster, NO4S overall in a non-equilibrium geometry, with properties calculated with ωB97M-V/def2-TZVPD.

energy relative to the best compared isomer or geometry (same formula, charge and spin)	52.7	kcal per mole
spin multiplicity	3
lowest unoccupied orbital energy (spin up / spin down)	3.31 / 2.62	eV
total charge	-1
HOMO level (spin up / spin down)	-1.309 / -5.682	eV

XYZ file:
```
6
NO4S | OMol25 | ωB97M-V/def2-TZVPD
N -0.30 1.36 -0.40
O 1.36 -1.97 -0.07
O -1.09 2.27 -0.74
O 0.77 1.54 0.20
O -0.98 -2.00 0.56
S 0.25 -1.21 0.46
```

natural (NBO) atomic charge list, values in e, 4 entries: 0.36, -0.96, -0.41, -0.43


Entry 4:
Below is one molecule with the formula C6H8O3 in a non-equilibrium geometry, with properties calculated with ωB97M-V/def2-TZVPD.

energy relative to the best compared isomer or geometry (same formula, charge and spin)	86.7	kcal per mole
spin multiplicity	1
lowest unoccupied orbital energy	0.07	eV
HOMO level	-8.904	eV

XYZ file:
```
17
C6H8O3 | OMol25 | ωB97M-V/def2-TZVPD
C -0.26 0.05 0.22
C 0.34 0.28 1.60
C -1.23 -1.10 0.11
C 1.25 0.09 -0.83
C -0.01 1.04 -1.20
O 1.22 -0.94 -1.76
C -0.85 1.48 -0.20
O 2.30 0.45 -0.33
O -1.46 2.33 0.38
H 2.15 -1.09 -1.98
H -0.51 0.62 -2.07
H 0.98 -0.57 1.85
H -0.47 0.38 2.32
H 0.96 1.18 1.64
H -1.56 -1.25 -0.92
H -0.75 -2.02 0.43
H -2.11 -0.92 0.74
```

natural (NBO) atomic charge list, values in e, 4 entries: -0.11, -0.59, -0.62, 0.74


Entry 5:
Below is a 2-piece molecular cluster, C5H12N2O overall in a non-equilibrium geometry, with properties calculated with ωB97M-V/def2-TZVPD.

energy relative to the best compared isomer or geometry (same formula, charge and spin)	218.5	kcal per mole
spin multiplicity	1
lowest unoccupied orbital energy	-3.25	eV
HOMO level	-6.911	eV

XYZ file:
```
20
C5H12N2O | OMol25 | ωB97M-V/def2-TZVPD
C -0.16 1.86 -0.81
O -1.03 2.03 -1.81
C -0.82 1.15 0.41
C -1.11 -0.37 0.04
C 0.08 -1.22 0.07
C 1.08 -1.23 0.98
N 2.00 -2.17 1.06
N -2.11 1.83 0.60
H 0.09 2.85 -0.36
H 0.76 1.37 -1.13
H 2.59 -1.17 -1.65
H -0.33 1.30 1.38
H -1.79 -0.60 0.87
H -1.48 -0.37 -0.98
H 0.07 -2.00 -0.69
H 2.89 -1.58 -1.11
H 2.77 -1.98 1.69
H 1.68 -3.14 1.06
H -2.91 1.22 0.72
H -2.27 2.23 -0.34
```

natural (NBO) atomic charge list, values in e, 4 entries: -0.08, -0.73, -0.01, -0.48


Entry 6:
Below is one molecule with the formula C17H22N4O4S in a non-equilibrium geometry, with properties calculated with ωB97M-V/def2-TZVPD.

energy relative to the best compared isomer or geometry (same formula, charge and spin)	43.6	kcal per mole
spin multiplicity	1
SMILES string	CCOCCc1nnc(NC(=O)C2CCN(C(=O)c3ccco3)CC2)s1
lowest unoccupied orbital energy	0.35	eV
HOMO level	-8.702	eV

XYZ file:
```
48
C17H22N4O4S | OMol25 | ωB97M-V/def2-TZVPD
C 4.79 -4.73 1.29
C 4.49 -4.70 -0.20
O 3.24 -5.34 -0.41
C 2.94 -5.62 -1.75
C 2.70 -4.36 -2.62
C 1.77 -3.43 -1.94
N 2.09 -2.29 -1.47
N 1.10 -1.63 -0.87
C -0.01 -2.28 -0.85
N -1.19 -1.87 -0.30
C -1.52 -0.74 0.44
O -2.63 -0.69 0.90
C -0.45 0.31 0.58
C -0.73 1.26 1.75
C -1.93 2.18 1.47
N -1.74 2.89 0.23
C -1.50 4.21 0.08
O -1.12 4.69 -0.98
C -1.78 5.08 1.25
C -2.90 5.20 2.04
C -2.66 6.32 2.87
C -1.43 6.79 2.53
O -0.90 6.05 1.55
C -1.57 2.01 -0.91
C -0.33 1.13 -0.72
S 0.08 -3.85 -1.64
H 5.75 -4.25 1.49
H 4.82 -5.76 1.65
H 4.01 -4.21 1.83
H 5.28 -5.24 -0.75
H 4.46 -3.66 -0.55
H 2.03 -6.21 -1.71
H 3.74 -6.21 -2.21
H 3.64 -3.83 -2.79
H 2.29 -4.68 -3.58
H -1.96 -2.53 -0.37
H 0.50 -0.20 0.74
H -0.94 0.68 2.65
H 0.16 1.87 1.92
H -2.03 2.89 2.29
H -2.84 1.58 1.41
H -3.78 4.59 2.01
H -3.32 6.71 3.62
H -0.85 7.61 2.90
H -1.46 2.63 -1.80
H -2.47 1.39 -1.01
H -0.21 0.46 -1.58
H 0.55 1.76 -0.65
```

natural (NBO) atomic charge list, values in e, 4 entries: -0.62, -0.07, -0.54, -0.04